C31H72NO31P7 | ωB97M-V/def2-TZVPD

The calculation puts the LUMO energy at -1.478 eV. The total charge is 0. The calculation puts the calculated total energy at -163294.664 eV. The structure (SMILES) is COCc1ccc2c(c1)C(=O)NC2=O.COP(=O)(OC)OC.COP(=O)(OC)OC.COP(=O)(OC)OC.COP(=O)(OC)OC.COP(=O)(OC)OC.COP(=O)(OC)OC.COP(=O)(OC)OC.

Positions of all 142 atoms, in Å:
C -2.5483 -0.2612 2.3297
O -2.5996 -1.4449 3.1313
C -3.8255 -2.1387 2.9934
C -3.6456 -3.2673 1.9594
C -4.7868 -3.9439 1.5263
C -4.6827 -4.9611 0.5790
C -3.4168 -5.2478 0.1349
C -2.2715 -4.5988 0.5894
C -2.3782 -3.5817 1.5134
C -1.0615 -5.1990 -0.0778
O 0.0513 -4.7506 -0.0651
N -1.4958 -6.4001 -0.7489
C -2.9118 -6.2666 -0.8782
O -3.6427 -6.7985 -1.6695
H -3.4440 -0.1123 1.7141
H -2.4145 0.6127 2.9850
H -1.6760 -0.3198 1.6604
H -4.6741 -1.4905 2.7429
H -4.0189 -2.6405 3.9543
H -5.7679 -3.6843 1.9233
H -5.5389 -5.5043 0.1882
H -1.4815 -3.0721 1.8541
H -1.2200 -7.2177 -0.2110
C 4.3765 -2.6915 -3.5019
O 3.6791 -1.4599 -3.2991
P 2.0102 -1.5325 -3.1772
O 1.8179 -2.4047 -4.3954
O 1.8864 0.0429 -3.5327
C 2.4189 0.4993 -4.7727
O 0.4046 -1.5510 -2.7284
C -0.0806 -2.7843 -2.1757
H 5.4120 -2.5462 -3.1947
H 3.9412 -3.4965 -2.9127
H 4.3538 -2.9563 -4.5571
H 2.4624 -0.2994 -5.5131
H 3.4148 0.9122 -4.6119
H 1.7674 1.2895 -5.1435
H 0.6382 -3.2028 -1.4806
H -0.2822 -3.4985 -2.9759
H -1.0069 -2.5763 -1.6404
C 5.2135 -4.9064 0.3428
O 4.2586 -5.8986 0.7306
P 4.5633 -7.4734 0.2837
O 4.8895 -7.2645 -1.1679
O 3.0340 -7.8894 0.5415
C 2.0211 -7.2859 -0.2614
O 5.0214 -9.0623 0.4377
C 6.4341 -9.3156 0.3802
H 5.0847 -4.0424 0.9938
H 6.2324 -5.2754 0.4418
H 5.0310 -4.6040 -0.6870
H 2.4089 -6.9456 -1.2213
H 1.5817 -6.4507 0.2766
H 1.2485 -8.0333 -0.4433
H 6.9925 -8.5802 0.9592
H 6.7692 -9.2992 -0.6567
H 6.6175 -10.3028 0.7995
C -0.0486 4.7181 0.8115
O -0.3129 3.3662 0.4245
P 0.7362 2.1948 0.9674
O 2.0445 2.8422 0.6098
O 0.2172 1.1513 -0.1354
C 0.4161 1.4582 -1.5236
O 1.3070 0.9345 1.8939
C 1.8558 1.2981 3.1713
H -0.9696 5.2910 0.7109
H 0.2885 4.7694 1.8452
H 0.7029 5.1524 0.1549
H 1.2531 2.1397 -1.6762
H -0.4977 1.8968 -1.9292
H 0.6228 0.5393 -2.0521
H 1.2363 2.0425 3.6719
H 2.8655 1.6871 3.0410
H 1.8953 0.4032 3.7901
C -2.9540 7.3122 -5.1334
O -2.3519 6.7380 -3.9701
P -1.9345 7.7714 -2.7274
O -1.2169 8.7967 -3.5678
O -0.9590 6.6737 -2.0777
C 0.1454 6.1986 -2.8425
O -1.9071 8.6379 -1.3005
C -2.7538 9.7965 -1.2559
H -3.4877 6.5223 -5.6603
H -3.6572 8.0993 -4.8688
H -2.1812 7.7138 -5.7859
H 0.4635 6.9141 -3.6007
H -0.1251 5.2544 -3.3154
H 0.9767 6.0199 -2.1619
H -3.7306 9.5904 -1.6929
H -2.2788 10.6201 -1.7885
H -2.8897 10.0761 -0.2129
C 1.6631 8.4321 1.0489
O 2.1415 7.7806 2.2316
P 2.3770 8.7168 3.5854
O 3.1612 9.8462 2.9799
O 3.2998 7.5879 4.2598
C 4.5263 7.2421 3.6220
O 2.0800 9.3683 5.0846
C 1.1536 10.4646 5.1181
H 1.2191 7.6759 0.4024
H 0.9091 9.1778 1.2926
H 2.4898 8.9029 0.5204
H 4.9034 8.0555 3.0022
H 4.3828 6.3479 3.0148
H 5.2561 7.0248 4.3999
H 0.2907 10.2741 4.4800
H 1.6532 11.3789 4.7980
H 0.8101 10.5853 6.1436
C -2.6344 -0.4695 8.9350
O -2.7300 0.5979 7.9862
P -1.4009 0.8938 7.0299
O -0.3308 0.9132 8.0836
O -1.9454 2.3571 6.6466
C -2.0884 3.3223 7.6844
O -0.4454 0.8961 5.6736
C 0.2835 -0.3161 5.4188
H -3.6456 -0.7739 9.2017
H -2.1053 -1.3244 8.5187
H -2.1224 -0.1203 9.8297
H -1.4281 3.1127 8.5258
H -3.1249 3.3449 8.0218
H -1.8329 4.2963 7.2708
H -0.3436 -1.1906 5.5883
H 1.1651 -0.3614 6.0586
H 0.6002 -0.3093 4.3772
C -3.4059 -7.2671 -4.5978
O -3.7565 -6.2908 -5.5884
P -2.7995 -6.1994 -6.9448
O -1.4439 -6.1680 -6.2995
O -3.3675 -4.7386 -7.3047
C -3.1142 -3.6712 -6.3970
O -2.3404 -6.4071 -8.5283
C -1.7928 -7.6927 -8.8565
H -4.2841 -7.4629 -3.9884
H -3.0804 -8.1974 -5.0612
H -2.6178 -6.8775 -3.9604
H -2.2251 -3.8552 -5.7934
H -3.9806 -3.5287 -5.7499
H -2.9603 -2.7660 -6.9818
H -2.3663 -8.4972 -8.3960
H -0.7550 -7.7457 -8.5277
H -1.8316 -7.8105 -9.9377


C23H61BN2O15S5 | ωB97M-V/def2-TZVPD

The calculation puts the LUMO energy at 0.446 eV. The total charge is 0. The calculation puts the calculated total energy at -113379.858 eV. The value obtained for the relative energy (zero: lowest compared OMol25 entry of this formula, charge and spin) is 107.6 kcal/mol. The structure (SMILES) is CCCNB(CCC)CNC.CCOS(C)(=O)=O.CCOS(C)(=O)=O.CCOS(C)(=O)=O.CCOS(C)(=O)=O.CCOS(C)(=O)=O.

Positions of all 107 atoms, in Å:
C -1.5188 -0.2759 -2.9814
C -0.8596 -1.7768 -2.9829
C 0.2930 -1.9505 -1.7830
N 1.6404 -1.7973 -2.4522
B 2.7905 -2.2696 -1.5632
C 2.7118 -3.5941 -0.5747
C 2.7603 -3.2539 1.0279
C 1.3827 -2.6180 1.6484
C 4.1994 -1.3683 -1.6837
N 4.2799 -0.2454 -0.6734
C 5.5463 -0.2946 0.1592
H -2.6970 -0.4258 -2.9829
H -1.2314 0.2747 -1.9890
H -1.1708 0.3964 -3.8917
H -0.3046 -1.9294 -4.0148
H -1.6887 -2.5920 -2.7728
H 0.0883 -3.0101 -1.3176
H 0.1013 -1.1671 -0.9220
H 1.7712 -0.7870 -2.7317
H 3.6896 -4.2352 -0.8104
H 1.8073 -4.2849 -0.9021
H 2.9452 -4.2803 1.6062
H 3.6756 -2.5580 1.3179
H 1.0548 -3.2855 2.5801
H 0.4647 -2.6082 0.9227
H 1.6234 -1.5450 2.1054
H 5.1175 -2.1006 -1.6704
H 4.1753 -0.8830 -2.7739
H 4.3863 0.6330 -1.2640
H 6.0517 0.7860 0.1976
H 6.3762 -1.0129 -0.2617
H 5.2526 -0.6674 1.2347
O -0.5612 -5.4731 -6.2097
S 0.7905 -5.9622 -6.3764
O 1.2301 -7.2159 -5.8016
O 1.8368 -4.7913 -5.9423
C 1.7057 -4.2025 -4.6570
C 2.2812 -5.0987 -3.5767
C 1.1777 -5.9740 -8.1089
H 0.6608 -3.9503 -4.4475
H 2.2667 -3.2622 -4.6772
H 1.6828 -6.0074 -3.4606
H 2.2998 -4.5807 -2.6136
H 3.2983 -5.4122 -3.8329
H 0.9007 -5.0099 -8.5394
H 0.6012 -6.7736 -8.5789
H 2.2456 -6.1633 -8.2318
O -5.7933 -2.5585 -3.4913
S -5.6042 -2.7102 -2.0646
O -4.3078 -2.5524 -1.4404
O -6.2437 -4.1321 -1.5919
C -5.8266 -5.3192 -2.2495
C -4.4693 -5.7795 -1.7520
C -6.7616 -1.6571 -1.2259
H -5.8251 -5.1839 -3.3363
H -6.5706 -6.0897 -2.0214
H -3.6836 -5.0790 -2.0506
H -4.2199 -6.7622 -2.1620
H -4.4545 -5.8348 -0.6588
H -7.7540 -1.8116 -1.6536
H -6.4465 -0.6221 -1.3748
H -6.7538 -1.8992 -0.1616
O 1.1744 0.1957 6.7955
S 1.4223 1.5406 6.3222
O 0.4872 2.2380 5.4653
O 2.9014 1.6004 5.6418
C 3.2158 0.6749 4.6120
C 2.6044 1.0922 3.2878
C 1.7797 2.5748 7.7203
H 2.9064 -0.3383 4.8895
H 4.3064 0.6637 4.5140
H 1.5132 1.0190 3.3189
H 2.9633 0.4517 2.4771
H 2.8519 2.1331 3.0563
H 2.5273 2.0806 8.3434
H 0.8545 2.7133 8.2837
H 2.1458 3.5390 7.3630
O 3.7446 5.5856 6.8794
S 4.1613 6.9683 6.9739
O 4.1329 7.6954 8.2252
O 3.3742 7.8389 5.8440
C 1.9564 7.7777 5.8018
C 1.3330 8.6413 6.8822
C 5.7868 7.1176 6.2760
H 1.6078 6.7419 5.8722
H 1.6489 8.1556 4.8210
H 1.5378 8.2341 7.8769
H 0.2480 8.6956 6.7559
H 1.7465 9.6545 6.8565
H 5.8015 6.6196 5.3048
H 6.4923 6.6346 6.9554
H 6.0328 8.1763 6.1749
O -6.7809 2.4424 -1.1508
S -6.5330 3.7873 -1.6240
O -7.4682 4.4848 -2.4809
O -5.0539 3.8472 -2.3044
C -4.7395 2.9217 -3.3342
C -5.3509 3.3389 -4.6585
C -6.1756 4.8216 -0.2260
H -5.0489 1.9085 -3.0567
H -3.6489 2.9105 -3.4322
H -6.4422 3.2657 -4.6273
H -4.9920 2.6984 -5.4691
H -5.1034 4.3798 -4.8899
H -5.4280 4.3273 0.3972
H -7.1008 4.9601 0.3375
H -5.8095 5.7858 -0.5833


Which value of calculated total energy does entry 1 give?
-163294.664 eV